A 2-piece molecular cluster, C10H16 overall at a distorted geometry. Source: OMol25; level of theory: the ωB97M-V functional and the def2-TZVPD basis.

Highest occupied orbital energy in eV: -9.016
HOMO-LUMO gap in eV: 10.0
Max |F| in eV/A: 2.29
DFT total energy in Eh: -390.604133

Cartesian coordinates (Å):
1 C 1.8446 1.3907 -1.6483
2 C 0.4875 0.7517 -1.7317
3 C 0.2590 -0.5933 -1.4228
4 C -0.9458 -1.2044 -1.6970
5 C -2.0206 -0.4120 -2.0797
6 C -1.8662 0.9547 -2.2181
7 C -0.6114 1.5319 -2.0800
8 H 2.5293 0.8525 -0.9922
9 H 1.7917 2.3815 -1.2112
10 H 2.3058 1.3709 -2.6323
11 H 1.1392 -1.0263 -0.9729
12 H -1.1030 -2.2413 -1.4422
13 H -2.9840 -0.8394 -2.3015
14 H -2.7366 1.5812 -2.3288
15 H -0.4475 2.5737 -2.3273
16 C 0.0154 0.3031 3.3200
17 C 0.5932 -0.3503 2.0587
18 C 0.0929 -1.7837 1.8534
19 H -0.5129 1.2252 3.1067
20 H 0.7516 0.6023 4.0813
21 H -0.6658 -0.3541 3.8649
22 H 0.1608 0.1698 1.2021
23 H 1.6678 -0.4370 2.1457
24 H -0.9816 -1.8465 1.9165
25 H 0.6493 -2.1266 0.9817
26 H 0.5874 -2.4742 2.5549

Atomic partial charges in e from the Mulliken method, atoms 1 to 2: atom 1 (C): -1.510, atom 2 (C): 0.626